24
Properties=species:S:1:pos:R:3 method="wB97M-V/def2-TZVPD" relative_energy_kcal_mol=122.0 energy_ev=-18339.898 e_homo_ev=-7.36 largest_force_ev_per_a=3.65
C 1.52 0.54 0.08
C 2.03 -0.80 -0.14
C -0.44 -0.47 0.43
C 2.30 1.80 0.08
C 3.51 -0.83 -0.21
C -3.48 1.17 -0.34
C -3.44 -0.14 0.48
N 0.23 0.55 0.31
N 1.27 -1.84 -0.02
Si -1.96 -1.32 -0.01
H 2.93 2.11 -0.80
H 1.44 2.52 0.03
H 2.64 2.03 1.13
H 3.98 -0.40 -1.12
H 3.74 -0.28 0.73
H 4.12 -1.80 -0.07
H -3.49 1.03 -1.38
H -4.05 1.87 0.25
H -2.46 1.60 -0.33
H -4.31 -0.73 0.14
H -3.45 -0.02 1.53
H 1.75 -2.71 0.18
H -2.48 -2.46 0.68
H -1.90 -1.44 -1.64